# 1
{
  "formula": "C47H74N7O9S4",
  "method": "wB97M-V/def2-TZVPD",
  "symbols": ["C", "C", "C", "O", "H", "H", "H", "H", "H", "H", "H", "C", "C", "C", "S", "O", "O", "C", "H", "H", "H", "H", "H", "H", "H", "H", "C", "C", "C", "S", "O", "O", "C", "H", "H", "H", "H", "H", "H", "H", "H", "C", "C", "C", "S", "O", "O", "C", "H", "H", "H", "H", "H", "H", "H", "H", "C", "C", "C", "S", "O", "O", "C", "H", "H", "H", "H", "H", "H", "H", "H", "N", "C", "C", "C", "C", "H", "H", "H", "H", "H", "N", "C", "C", "C", "C", "H", "H", "H", "H", "H", "N", "C", "C", "C", "C", "H", "H", "H", "H", "H", "N", "C", "C", "C", "C", "H", "H", "H", "H", "H", "N", "C", "C", "C", "C", "H", "H", "H", "H", "H", "N", "C", "C", "C", "C", "H", "H", "H", "H", "H", "N", "C", "C", "C", "C", "H", "H", "H", "H", "H"],
  "coordinates": [[0.047864, -0.959269, 0.450374], [-0.986596, 0.060921, 0.103434], [-2.441556, -0.450979, 0.262544], [-0.844896, 1.352081, 0.702864], [-0.135586, -1.916349, -0.037936], [0.279724, -0.975479, 1.515304], [1.003334, -0.599369, 0.068744], [-0.949206, 0.075821, -0.985826], [-3.220646, 0.156681, -0.197746], [-2.787246, -0.640049, 1.278834], [-2.567266, -1.349899, -0.340976], [-1.360746, -2.537649, -4.552586], [-1.651106, -2.926049, -3.087286], [-3.074356, -2.720019, -2.695416], [-4.030146, -2.833439, -4.215726], [-5.235006, -2.030679, -4.010776], [-4.082776, -4.243669, -4.652846], [-2.639876, -2.001019, -5.137906], [-1.105386, -3.437759, -5.111766], [-0.610646, -1.753539, -4.655706], [-1.019256, -2.585629, -2.266946], [-1.359026, -3.965699, -2.939276], [-3.139676, -1.650909, -2.493356], [-3.516086, -3.275149, -1.867876], [-2.811516, -0.936429, -4.978886], [-2.901586, -2.016959, -6.195906], [-1.475496, -4.417409, 5.133374], [-2.493486, -4.432259, 3.997284], [-1.834466, -3.958889, 2.762944], [0.013834, -4.532089, 2.938944], [0.925934, -3.351379, 2.984844], [0.253504, -5.627009, 2.008054], [-0.327576, -5.255569, 4.593274], [-1.849186, -4.858539, 6.057424], [-1.149246, -3.429489, 5.458454], [-3.431916, -3.919929, 4.209334], [-2.742266, -5.480839, 3.833934], [-1.818846, -2.924099, 2.420804], [-2.216876, -4.629139, 1.993124], [0.518944, -5.273719, 5.279704], [-0.524476, -6.283029, 4.287244], [4.523024, -0.062979, -1.049016], [5.282884, 1.127561, -1.634586], [6.745104, 1.085281, -1.096976], [6.607984, 0.131061, 0.598924], [6.891924, 0.996111, 1.688284], [7.297134, -1.152299, 0.461934], [4.792034, -0.061349, 0.466584], [4.875394, -1.045539, -1.362876], [3.485444, 0.007911, -1.375366], [4.803074, 2.053161, -1.316546], [5.331444, 1.082961, -2.722586], [7.081184, 2.111321, -0.947366], [7.495314, 0.526361, -1.656346], [4.397784, 0.858231, 0.899064], [4.565534, -0.907719, 1.115004], [1.389764, -4.321179, -1.519576], [1.050804, -5.714409, -2.202656], [2.255044, -6.148539, -3.042726], [3.116384, -4.597099, -3.667366], [2.858294, -4.382699, -5.071696], [4.512584, -4.674739, -3.195796], [2.145484, -3.453889, -2.565256], [2.036924, -4.671889, -0.715656], [0.523004, -3.837539, -1.069116], [0.219984, -5.633559, -2.903586], [0.843354, -6.465509, -1.440486], [2.246724, -7.027449, -3.687366], [3.008394, -6.413139, -2.300736], [1.352434, -3.113919, -3.231276], [2.750574, -2.551939, -2.473236], [-3.470216, 2.631221, -2.042146], [-3.741346, 3.714001, -2.851246], [-3.817426, 3.223741, -4.214666], [-3.387286, 1.936471, -4.164346], [-3.246016, 1.546951, -2.804696], [-3.475066, 2.706271, -1.034956], [-3.938546, 4.678261, -2.406606], [-3.891256, 3.688221, -5.186886], [-3.127516, 1.275411, -4.977926], [-2.912286, 0.624521, -2.352886], [-0.460816, 4.418401, 2.114214], [-0.011576, 4.508521, 3.402874], [0.409664, 5.769291, 3.789574], [0.101844, 6.590601, 2.631414], [-0.318236, 5.715851, 1.660754], [-0.830166, 3.589141, 1.671464], [0.127274, 3.607271, 3.981554], [0.935984, 6.043491, 4.691904], [0.288264, 7.648431, 2.518914], [-0.589806, 6.005691, 0.656444], [1.978454, 1.080861, 2.756944], [2.218854, -0.044169, 3.433424], [2.767324, 0.240111, 4.653964], [2.802054, 1.650731, 4.728964], [2.253004, 2.177981, 3.582674], [1.459754, 1.114701, 1.890974], [2.113484, -1.025499, 2.994924], [2.961564, -0.484639, 5.430754], [3.066954, 2.249511, 5.587844], [2.027494, 3.205631, 3.338794], [0.613204, 3.488811, -0.946856], [0.071334, 4.336021, -1.895086], [0.994544, 5.229301, -2.291916], [2.191024, 4.752831, -1.824666], [1.918744, 3.702331, -0.931666], [0.007904, 2.859831, -0.438806], [-1.002126, 4.341111, -2.013626], [0.752874, 6.019871, -2.986906], [3.181104, 5.047621, -2.139696], [2.603454, 3.149341, -0.305746], [1.346344, 1.609671, -3.534506], [2.494884, 1.682181, -4.279396], [2.738324, 0.505401, -4.931646], [1.749364, -0.365009, -4.428546], [0.882214, 0.350521, -3.552996], [1.051914, 2.418801, -3.006586], [2.972824, 2.645931, -4.375026], [3.535474, 0.419451, -5.655226], [1.642044, -1.398649, -4.722596], [-0.053156, 0.121291, -3.064186], [-1.515716, 1.068011, 3.833334], [-1.139956, -0.099839, 4.512634], [-1.826176, -0.147179, 5.681004], [-2.505466, 1.055171, 5.874284], [-2.174886, 1.777611, 4.775364], [-1.164886, 1.388791, 2.942204], [-0.488886, -0.757569, 3.955954], [-1.799596, -0.857459, 6.494134], [-3.074006, 1.359831, 6.740504], [-2.395846, 2.803781, 4.521274], [-3.421946, 2.651911, 1.841324], [-4.441346, 1.948251, 2.384694], [-5.628626, 2.717421, 2.252334], [-5.274566, 3.898631, 1.672074], [-3.863306, 3.912201, 1.612714], [-2.492766, 2.280601, 1.704054], [-4.136156, 1.001301, 2.804864], [-6.608846, 2.378701, 2.553734], [-6.000996, 4.663501, 1.440384], [-3.226896, 4.744001, 1.349124]],
  "atomic_forces_ev_per_a": [[1.160, 0.621, 0.463], [-2.095, 1.819, 0.561], [0.003, -0.593, -0.117], [0.235, -0.832, -0.537], [-0.081, -0.204, 0.456], [-0.626, -0.707, 0.242], [0.192, 0.046, -0.457], [0.401, 0.700, -0.970], [0.163, 0.875, 0.134], [0.235, -0.054, 0.173], [0.210, -0.645, 0.309], [-0.329, 0.117, -0.164], [1.262, -2.078, 1.121], [-0.603, 0.999, -0.560], [0.488, -1.275, 0.530], [0.975, -0.600, -0.901], [-0.166, 2.215, 0.406], [-2.385, 0.833, -0.249], [0.405, 0.187, 0.072], [0.222, -0.333, 0.000], [0.269, 1.293, -0.433], [-0.476, -0.495, -0.539], [-0.539, 0.077, 0.362], [0.195, -0.158, -0.237], [0.175, 0.164, 0.730], [0.583, -0.955, -0.179], [-0.223, -0.677, 0.449], [-0.528, 0.187, 1.390], [1.864, -0.967, -1.696], [-0.246, 1.753, 0.296], [-1.722, -2.244, -0.088], [0.130, 0.748, 0.341], [1.001, 0.555, -0.205], [-0.234, -0.265, -0.116], [0.165, 0.194, -0.497], [0.116, 0.209, 0.080], [-0.204, -0.061, 0.099], [-0.147, 0.039, 0.524], [0.340, 0.490, -0.632], [0.296, 0.241, -0.439], [-0.579, -0.029, 0.394], [-0.033, -0.753, 0.505], [1.467, -0.942, 0.071], [-0.678, -0.294, 1.402], [-0.223, -0.296, -2.883], [0.474, 0.656, 1.088], [-0.856, 1.222, 0.104], [0.486, 0.722, -0.123], [0.253, 0.124, -0.699], [-0.246, -0.054, 0.499], [0.010, 0.030, -0.073], [-0.327, 0.092, -0.003], [0.300, -0.243, 0.420], [-0.381, -0.073, -0.204], [0.007, -0.046, 0.330], [-0.354, -0.135, -0.439], [1.475, -1.400, -0.249], [-0.179, 0.909, -1.172], [1.641, 0.925, 1.517], [0.679, -1.514, 1.432], [-0.151, 0.395, 0.274], [-1.966, 0.403, -0.679], [-0.961, -0.769, -1.568], [0.167, 0.668, 0.307], [0.098, 0.016, -0.241], [-0.451, 0.064, 0.285], [-0.165, 0.142, -0.066], [-0.585, 0.591, -0.519], [0.281, -0.143, 0.072], [-0.093, 0.015, -0.371], [0.172, -0.295, 1.126], [-0.187, 1.010, -0.769], [-0.791, -1.093, -0.329], [1.285, 0.013, 0.234], [-0.077, -0.869, -0.105], [0.450, 0.377, 0.715], [0.186, -0.264, 0.514], [0.052, 0.028, -0.135], [-0.374, 0.739, 0.478], [-0.291, 0.152, -0.074], [-0.132, -0.082, -0.028], [0.946, 2.207, 1.230], [0.783, -1.164, 1.945], [-1.075, -0.397, -1.905], [0.799, -1.338, 0.539], [-1.120, 0.964, -1.492], [0.339, 0.174, -0.178], [-0.350, 0.002, 0.032], [-0.333, -0.100, 0.010], [-0.064, -0.134, -0.161], [-0.074, -0.252, -0.092], [-0.616, 1.907, -0.140], [0.842, -1.840, 0.264], [-0.410, 0.118, -0.015], [-0.502, 0.756, 0.462], [0.505, -1.060, -0.206], [-0.108, 0.137, 0.011], [-0.282, 0.064, -0.115], [0.290, 0.130, -0.133], [0.161, -0.063, -0.044], [0.237, -0.322, -0.289], [-1.737, 0.359, -1.528], [-2.345, -0.446, 1.838], [-0.766, 0.347, -2.123], [2.169, -0.898, 1.398], [1.982, 0.782, -0.270], [0.256, -1.011, 0.721], [-0.038, 0.094, -0.040], [0.429, 0.038, -0.017], [-0.023, 0.255, 0.364], [-0.111, -0.038, -0.062], [1.574, 0.945, -0.155], [-0.314, 1.443, -0.366], [-0.285, 0.674, 1.000], [-1.405, -0.469, 0.428], [0.725, -1.227, -1.443], [-0.333, -0.293, 0.215], [0.105, -0.087, 0.038], [-0.135, -0.584, 0.150], [-0.090, 0.000, 0.080], [0.236, -0.376, 0.085], [0.982, -1.167, 2.434], [-0.165, -0.430, -2.400], [0.484, -1.261, 1.386], [0.288, 0.728, -0.265], [-1.716, 2.803, -1.214], [0.336, -0.182, -0.120], [-0.029, -0.392, 0.470], [0.303, -0.504, -0.423], [0.119, 0.079, -0.180], [-0.378, 0.064, 0.198], [-0.482, 0.785, 1.250], [-0.928, -0.301, -0.526], [0.909, -3.315, 0.903], [1.351, 1.577, 0.189], [-1.189, 1.097, -2.230], [0.409, -0.151, -0.142], [-0.753, -0.175, 0.004], [0.069, 0.078, -0.044], [0.454, 0.369, 0.074], [0.193, -0.214, -0.160]],
  "spin_multiplicity": 2,
  "s_squared": 0.7632,
  "e_homo_ev": [-7.6, -7.6],
  "max_force_ev_per_a": 3.6,
  "gap_ha": [0.229, 0.087],
  "e_lumo_ev": [-1.35, -5.23]
}

# 2
{
  "formula": "C5H4N2",
  "method": "wB97M-V/def2-TZVPD",
  "symbols": ["C", "C", "C", "C", "N", "N", "C", "H", "H", "H", "H"],
  "coordinates": [[-2.836358, 0.979740, -0.685387], [-1.718029, 0.510576, -0.279932], [-0.328622, 0.215000, -0.043160], [0.770462, 0.277754, -0.874927], [1.779795, -0.291925, -0.181083], [1.428138, -0.715059, 1.040346], [0.150623, -0.400506, 1.134603], [-2.462841, -0.209441, 0.212328], [0.907123, 0.677866, -1.869917], [2.726076, -0.446211, -0.488448], [-0.416368, -0.597794, 2.035578]],
  "atomic_forces_ev_per_a": [[0.613, -0.360, 0.296], [-0.265, 0.378, -0.319], [0.138, -0.122, 0.034], [-0.012, -0.064, 0.063], [0.150, 0.081, -0.126], [-0.142, 0.149, -0.027], [0.024, -0.066, 0.123], [-0.497, 0.134, -0.084], [-0.068, -0.137, 0.141], [-0.096, 0.094, 0.007], [0.157, -0.085, -0.106]],
  "de_lowest_kcal_mol": 89.2,
  "e_homo_ev": -9.4,
  "max_force_ev_per_a": 0.8,
  "gap_ha": 0.368,
  "e_lumo_ev": 0.64
}

# 3
{
  "formula": "CH5FO2SSi",
  "method": "wB97M-V/def2-TZVPD",
  "symbols": ["C", "O", "O", "F", "Si", "S", "H", "H", "H", "H", "H"],
  "coordinates": [[1.030915, -1.462981, -1.213997], [-0.720230, 2.260827, 0.926883], [1.421957, 2.669829, -0.640817], [-0.807221, 3.418790, -1.404381], [-0.097909, 2.295826, -0.552679], [-0.539989, -0.585313, -1.457638], [0.849438, -2.239480, -0.443133], [1.770113, -0.717435, -0.739123], [1.362177, -1.890770, -2.200910], [-1.614689, 1.897609, 1.254205], [2.233370, 2.367173, -0.217599]],
  "atomic_forces_ev_per_a": [[0.522, 1.119, 0.617], [-2.271, -0.595, 2.580], [2.899, 0.902, 0.273], [-0.537, 1.085, -0.497], [-1.798, -1.783, -0.919], [0.231, -0.939, -0.224], [0.116, 0.130, -0.697], [-0.793, -1.242, -1.070], [-0.171, 0.350, 1.196], [2.397, 0.966, -1.235], [-0.595, 0.008, -0.024]],
  "de_lowest_kcal_mol": 0.0,
  "spin_multiplicity": 3,
  "s_squared": 2.0047,
  "e_homo_ev": [-6.1, -9.3],
  "max_force_ev_per_a": 3.5,
  "gap_ha": [0.245, 0.260],
  "e_lumo_ev": [0.58, -2.29]
}